No. 1
ORCA calculation (wB97M-V/def2-TZVPD) on a single C4H9NO molecule at a distorted geometry.

## Properties
Lowest unoccupied orbital energy (hartree): 0.036
HOMO energy (eV): -9.2
Energy above the lowest of the compared OMol25 structures with the same formula, charge and spin (kcal per mole): 83.5
Orbital gap (eV): 10.18
Molar mass (u): 87.122
Calculated total energy (eV): -7828.69861

```
15
C4H9NO (wB97M-V/def2-TZVPD)
C 1.15 -0.05 -1.66
N 0.79 -0.82 -0.47
C 0.09 -0.06 0.50
C -1.20 0.67 0.11
C -0.16 -0.46 1.86
O 0.72 0.79 1.39
H 0.29 0.28 -2.27
H 1.70 0.83 -1.34
H 1.81 -0.65 -2.29
H 0.19 -1.60 -0.71
H -0.98 1.36 -0.70
H -1.96 -0.05 -0.17
H -1.58 1.27 0.95
H 0.46 -0.81 2.65
H -1.24 -0.58 2.06
```

***

No. 2
ORCA calculation (wB97M-V/def2-TZVPD) on a single C4H9NO molecule at a distorted geometry.

## Properties
Lowest unoccupied orbital energy (hartree): 0.031
HOMO energy (eV): -9.6
Energy above the lowest of the compared OMol25 structures with the same formula, charge and spin (kcal per mole): 35.7
Orbital gap (eV): 10.41
Molar mass (u): 87.122
Calculated total energy (eV): -7830.77107

```
15
C4H9NO (wB97M-V/def2-TZVPD)
C 0.01 1.66 -0.29
C 0.04 0.15 -0.53
C 1.47 -0.40 -0.24
C -1.10 -0.60 0.08
N -1.04 -1.41 1.15
O -2.12 -0.53 -0.61
H 0.39 1.97 0.69
H -1.01 2.03 -0.41
H 0.63 2.15 -1.05
H -0.76 0.02 -1.42
H 1.54 -1.49 -0.31
H 2.21 0.02 -0.93
H 1.83 -0.13 0.77
H -0.27 -1.42 1.80
H -1.83 -2.01 1.30
```

***

No. 3
ORCA calculation (wB97M-V/def2-TZVPD) on a molecular structure, C4H9NO at a distorted geometry.

## Properties
Lowest unoccupied orbital energy (hartree): 0.036
HOMO energy (eV): -9.4
Energy above the lowest of the compared OMol25 structures with the same formula, charge and spin (kcal per mole): 102.5
Orbital gap (eV): 10.34
Molar mass (u): 87.122
Calculated total energy (eV): -7827.87660

```
15
C4H9NO (wB97M-V/def2-TZVPD)
C 2.16 0.59 -0.15
O 0.79 0.63 0.00
C 0.33 -0.62 0.33
C -1.20 -0.67 0.25
C -2.08 0.55 0.23
N -1.87 -0.25 -0.98
H 2.47 1.50 -0.71
H 2.30 -0.60 -0.61
H 2.73 0.56 0.79
H 0.71 -0.99 1.29
H 1.18 -1.37 -0.53
H -1.62 -1.56 0.70
H -1.61 1.52 0.31
H -3.09 0.49 0.64
H -1.18 0.22 -1.57
```

***

No. 4
ORCA calculation (wB97M-V/def2-TZVPD) on a single C4H9NO molecule.

## Properties
Lowest unoccupied orbital energy (hartree): 0.038
HOMO energy (eV): -9.8
Energy above the lowest of the compared OMol25 structures with the same formula, charge and spin (kcal per mole): 49.8
Orbital gap (eV): 10.84
Molar mass (u): 87.122
Calculated total energy (eV): -7830.16038

```
15
C4H9NO (wB97M-V/def2-TZVPD)
C -2.00 0.49 0.34
C -0.93 -0.05 -0.57
N 0.19 0.82 -0.89
C 0.47 -0.49 -0.31
C 1.38 -0.51 0.89
O 2.70 -0.40 0.36
H -2.63 -0.30 0.76
H -1.59 1.10 1.16
H -2.66 1.14 -0.26
H -1.36 -0.59 -1.42
H 0.38 0.84 -1.89
H 0.84 -1.25 -1.00
H 1.35 -1.48 1.40
H 1.18 0.28 1.62
H 2.70 0.40 -0.19
```

***

No. 5
ORCA calculation (wB97M-V/def2-TZVPD) on a single C4H9NO molecule.

## Properties
Lowest unoccupied orbital energy (hartree): 0.033
HOMO energy (eV): -9.7
Energy above the lowest of the compared OMol25 structures with the same formula, charge and spin (kcal per mole): 0.3
Orbital gap (eV): 10.62
Molar mass (u): 87.122
Calculated total energy (eV): -7832.30757

```
15
C4H9NO (wB97M-V/def2-TZVPD)
C -0.89 -1.25 0.94
C -0.24 -0.24 0.00
C -1.04 1.07 -0.04
C 1.19 0.06 0.45
N 2.01 0.55 -0.53
O 1.58 -0.11 1.59
H -0.96 -0.83 1.95
H -0.30 -2.17 1.01
H -1.89 -1.50 0.59
H -0.20 -0.66 -1.02
H -0.62 1.79 -0.75
H -2.08 0.87 -0.34
H -1.05 1.54 0.95
H 1.71 0.65 -1.48
H 2.97 0.75 -0.29
```

***

No. 6
ORCA calculation (wB97M-V/def2-TZVPD) on 2 unconnected molecules or ions with the total composition C4H9NO.

## Properties
Lowest unoccupied orbital energy (hartree): 0.036
HOMO energy (eV): -9.1
Energy above the lowest of the compared OMol25 structures with the same formula, charge and spin (kcal per mole): 45.1
Orbital gap (eV): 10.06
Molar mass (u): 87.122
Calculated total energy (eV): -7830.36616

```
15
C4H9NO (wB97M-V/def2-TZVPD)
H 0.39 -0.69 -1.44
N 0.10 -0.35 -0.52
C 0.53 -1.03 0.45
C 1.33 -2.29 0.34
H 0.24 -0.68 1.45
H 2.05 -2.39 1.16
H 1.85 -2.32 -0.62
H 0.63 -3.13 0.39
C -1.27 2.06 -0.73
C -0.68 1.50 0.54
O -1.34 1.03 1.45
H -0.53 2.06 -1.54
H -1.57 3.09 -0.53
H -2.14 1.48 -1.03
H 0.41 1.67 0.66
```

***

- Among the records above, which one has the lowest energy above the lowest of the compared OMol25 structures with the same formula, charge and spin?
  number 5

***

- Among the records above, which one has the lowest HOMO energy?
  number 4

***

- Look up the lowest unoccupied orbital energy of the second one.
  0.031 hartree

***

- HOMO energy of number 4 (C4H9NO)?
  -9.8 eV